# C22H45AuN2P3Se2

C22H45AuN2P3Se2 as an isolated structure (the ωB97M-V functional and the def2-TZVPD basis, OMol25).

Atoms and positions in Å:
1 Au 0.00231 -0.38241 -0.49399
2 P -1.40408 -1.96978 0.44248
3 P 1.65124 -0.33939 1.65989
4 P 1.53788 -1.29310 -2.02689
5 H -2.88823 4.50814 -6.69002
6 C -2.89345 3.57881 -7.25614
7 C -3.82899 2.64578 -7.02685
8 H -4.64025 2.79042 -6.28650
9 C -2.72510 -1.27368 1.49802
10 C -0.67164 -3.24327 1.47298
11 C -2.25514 -2.81442 -0.90259
12 C 2.89264 1.01168 1.66758
13 C 0.82531 -0.14327 3.29992
14 C 2.70424 -1.83445 1.85380
15 C 0.78842 -1.11214 -3.65799
16 C 1.86330 -3.04245 -1.74691
17 C 3.15050 -0.43810 -2.09506
18 H -2.08716 3.45822 -7.98097
19 H -3.79995 1.65933 -7.51891
20 H -3.17349 -0.39089 1.00307
21 H -2.29408 -0.94292 2.45998
22 H -3.48040 -2.06816 1.65925
23 H -0.30353 -2.84395 2.42115
24 H 0.15396 -3.74212 0.96475
25 H -1.44791 -3.98292 1.68430
26 H -2.92459 -2.10377 -1.40469
27 H -2.82494 -3.64357 -0.46707
28 H -1.52145 -3.19428 -1.62306
29 H 3.59086 0.90266 2.51356
30 H 2.37044 1.97694 1.74779
31 H 3.45861 0.98281 0.72448
32 H 1.51907 -0.40260 4.12113
33 H -0.06280 -0.80019 3.33319
34 H 0.50649 0.91059 3.39726
35 H 3.32376 -1.75409 2.75947
36 H 3.37133 -1.94124 0.98712
37 H 2.08568 -2.73801 1.93339
38 H 1.42492 -1.55591 -4.43358
39 H 0.62718 -0.04717 -3.86803
40 H -0.18551 -1.61615 -3.64276
41 H 2.49436 -3.46085 -2.53807
42 H 0.92688 -3.60415 -1.72786
43 H 2.36444 -3.20981 -0.78920
44 H 3.74225 -0.80386 -2.95508
45 H 3.72676 -0.61284 -1.16717
46 H 2.98375 0.64771 -2.21152
47 C -0.16165 2.51717 -2.56553
48 C -1.43224 2.32690 -3.11793
49 C -1.57437 2.50216 -4.48226
50 C -0.53332 2.96708 -5.28295
51 C 0.73872 3.16127 -4.69378
52 C 0.93476 2.93050 -3.32890
53 Se -0.03864 2.12237 -0.73294
54 H -1.06025 0.92142 -1.38078
55 H -2.28555 2.05051 -2.48764
56 H -2.53954 2.29347 -4.93493
57 H -0.70586 3.16851 -6.35178
58 H 1.55472 3.50603 -5.32135
59 H 1.90746 3.08119 -2.83904
60 C -4.07377 1.45733 3.76706
61 N -2.89945 2.28774 3.90608
62 C -2.21207 2.54245 5.08445
63 C -1.08650 3.23644 4.74464
64 N -1.11249 3.38321 3.37271
65 C -0.01991 3.98010 2.65094
66 C -2.18332 2.73585 2.82124
67 Se -2.61036 2.37684 1.08002
68 H -4.55906 1.62888 2.79071
69 H -4.81725 1.67204 4.53386
70 H -3.81982 0.39234 3.80376
71 H -2.56602 2.22572 6.05312
72 H -0.28118 3.65207 5.30421
73 H -0.37054 4.36206 1.70036
74 H 0.38295 4.79488 3.25102
75 H 0.79372 3.27310 2.46758

Calculated values
net charge = +3
E = -6936.3900 Ha
frontier orbital gap (alpha / beta) = 6.87 / 3.98 eV
expectation value of S² = 2.023
LUMO energy (alpha / beta) = -8.557 / -11.445 eV
strongest force on any atom = 2.3 eV/A
multiplicity = 3



# C22H45BBr17N2O4P2

A 8-piece molecular cluster, C22H45BBr17N2O4P2 overall (the ωB97M-V functional and the def2-TZVPD basis, OMol25).

Atoms and positions in Å:
1 C -4.24068 1.45758 -2.49761
2 C -4.01630 0.31914 -3.69104
3 P -2.47823 -0.70217 -3.16508
4 C -2.43304 -2.24803 -4.34743
5 C -0.84806 0.33802 -3.37641
6 N -0.56084 1.54641 -2.46218
7 C 0.78597 2.12659 -2.83850
8 C 1.35324 1.19371 -4.06624
9 P 3.06919 1.38033 -4.96842
10 O 3.68271 3.02478 -4.75819
11 Br 4.40894 -0.10889 -3.80638
12 N 0.30363 0.10753 -4.37127
13 O 0.32480 -0.87569 -5.28814
14 B -0.02445 -0.20233 -6.58189
15 O 1.05064 0.17289 -7.55635
16 O -1.44535 0.12139 -6.87747
17 H -4.15825 2.56368 -2.89173
18 H -5.25016 1.21616 -1.95213
19 H -3.37518 1.33972 -1.69127
20 H -4.97347 -0.38115 -3.63210
21 H -3.88151 0.79418 -4.75457
22 H -2.76549 -1.98225 -5.44511
23 H -3.10500 -3.08940 -3.88188
24 H -1.31277 -2.64673 -4.28375
25 H -1.20308 1.91052 -1.69539
26 H 1.40560 3.02613 -2.41508
27 H 4.09483 3.04003 -3.82341
28 H 1.20666 1.16293 -7.36685
29 H -1.49249 1.09717 -7.17382
30 Br -1.16680 -0.33246 -1.32750
31 C -0.13072 -0.26525 0.32407
32 C -0.76070 -1.11911 1.40010
33 Br -2.31691 -0.23842 2.17873
34 H -0.04024 0.78770 0.60171
35 H 0.85734 -0.65184 0.05476
36 H -0.06686 -1.26063 2.23408
37 H -1.09345 -2.09634 1.03973
38 Br -5.51637 0.42440 3.77152
39 C -4.48029 0.49162 5.42309
40 C -5.11027 -0.36225 6.49911
41 Br -6.66648 0.51845 7.27775
42 H -4.38981 1.54457 5.70073
43 H -3.49223 0.10503 5.15378
44 H -4.41643 -0.50376 7.33309
45 H -5.44303 -1.33948 6.13874
46 Br -2.04645 1.78931 10.83539
47 C -2.15813 3.03224 9.33595
48 C -2.81104 2.38507 8.13650
49 Br -1.57649 1.18143 7.22500
50 H -1.14379 3.38808 9.13984
51 H -2.76626 3.86516 9.70292
52 H -3.07671 3.13921 7.38973
53 H -3.69990 1.80035 8.38867
54 Br -6.07855 -2.45062 -5.02804
55 C -6.62099 -3.54456 -3.50662
56 C -7.76082 -2.90254 -2.75004
57 Br -7.12929 -1.42823 -1.64043
58 H -5.72969 -3.70617 -2.89551
59 H -6.93614 -4.49844 -3.94140
60 H -8.20707 -3.61489 -2.04977
61 H -8.54229 -2.50085 -3.40081
62 Br 1.58497 3.41095 7.71677
63 C 2.86636 1.95175 7.53112
64 C 2.49061 0.77909 8.40718
65 Br 2.94091 1.12014 10.27389
66 H 3.85357 2.36319 7.75496
67 H 2.82542 1.67139 6.47378
68 H 3.06967 -0.10748 8.13214
69 H 1.42492 0.53657 8.37460
70 Br 3.10825 -2.09619 -7.07378
71 C 4.68431 -3.09110 -6.49769
72 C 4.29600 -4.36014 -5.77480
73 Br 3.70036 -3.98230 -3.95652
74 H 5.28667 -2.41136 -5.89015
75 H 5.22564 -3.32355 -7.42027
76 H 5.16283 -5.01760 -5.65946
77 H 3.49007 -4.91115 -6.26716
78 Br 7.67092 2.38879 -5.56521
79 C 8.70700 2.45601 -3.91364
80 C 8.07702 1.60214 -2.83761
81 Br 6.52081 2.48283 -2.05898
82 H 8.79748 3.50896 -3.63600
83 H 9.69506 2.06942 -4.18295
84 H 8.77086 1.46063 -2.00363
85 H 7.74427 0.62491 -3.19798
86 Br 2.47313 -0.49354 2.13257
87 C 3.50921 -0.42632 3.78414
88 C 2.87923 -1.28018 4.86016
89 Br 1.32302 -0.39949 5.63880
90 H 3.59969 0.62664 4.06178
91 H 4.49727 -0.81291 3.51483
92 H 3.57307 -1.42170 5.69414
93 H 2.54647 -2.25741 4.49979

Calculated values
net charge = +1
E = -45740.9894 Ha
frontier orbital gap = 6.65 eV
LUMO energy = -3.666 eV
strongest force on any atom = 11.2 eV/A
multiplicity = 1



# C22H45BFHfN3O14

C22H45BFHfN3O14 as an isolated structure (the ωB97M-V functional and the def2-TZVPD basis, OMol25).

Atoms and positions in Å:
1 Hf 10.05206 10.95814 17.05926
2 F 11.36101 9.91347 18.12674
3 O 9.83076 12.04894 18.74694
4 C 9.17510 11.54613 19.74952
5 O 9.42295 11.96145 20.87657
6 B 6.99246 10.35518 21.41243
7 O 7.59893 9.68982 20.27512
8 C 8.34448 10.34061 19.42585
9 O 8.63911 9.86248 18.33272
10 O 6.44161 11.62218 21.18368
11 C 6.05226 12.10775 22.43484
12 O 5.77525 13.21508 22.76216
13 C 6.37978 10.89483 23.45492
14 O 6.96321 9.80930 22.61286
15 O 6.20075 10.71576 24.60370
16 C 8.52021 4.72884 13.58958
17 O 9.32589 5.86087 13.86011
18 C 10.70231 5.72376 13.83850
19 C 11.51124 6.71004 12.98156
20 N 11.10285 6.62343 11.60340
21 C 10.19226 7.54602 11.03837
22 C 10.93206 8.76740 10.47733
23 O 11.35937 9.58056 11.58233
24 C 12.67258 10.03724 11.38969
25 H 8.15977 4.21305 14.47947
26 H 9.02798 3.97048 12.92535
27 H 7.72912 4.99482 12.94029
28 H 10.92223 4.66898 13.59510
29 H 11.26475 5.86061 14.78287
30 H 12.57127 6.46059 13.08283
31 H 11.35247 7.76699 13.33797
32 H 11.43036 5.78823 11.16546
33 H 9.41774 7.79208 11.84125
34 H 9.67607 7.05194 10.18719
35 H 10.39316 9.43603 9.80443
36 H 11.90118 8.34857 9.95872
37 H 13.11893 10.32606 12.37945
38 H 12.72489 10.85251 10.69016
39 H 13.38463 9.28681 11.02281
40 C 9.88780 7.74316 16.53213
41 O 9.88864 9.04672 15.76550
42 C 8.87929 8.98249 14.72154
43 C 7.64820 9.79418 15.15631
44 N 8.12394 11.06701 15.64344
45 C 6.97084 11.84159 16.31017
46 C 6.29918 12.58636 15.17953
47 O 7.25124 13.52318 14.66596
48 C 7.42849 13.42468 13.28277
49 H 10.66966 7.81749 17.24047
50 H 10.06747 6.95440 15.80594
51 H 8.90271 7.55635 16.97582
52 H 8.71283 7.96678 14.32490
53 H 9.39775 9.51573 13.93275
54 H 7.05475 9.33484 15.96294
55 H 6.95388 9.75236 14.28436
56 H 8.46549 11.61027 14.87615
57 H 7.34917 12.59398 17.03359
58 H 6.29151 11.18110 16.89998
59 H 5.37471 13.20208 15.50258
60 H 5.93243 11.98178 14.42194
61 H 7.96954 12.53197 12.97608
62 H 7.95157 14.28790 12.84383
63 H 6.54284 13.26688 12.79052
64 C 12.55286 10.08159 15.22504
65 O 11.54473 11.08696 15.42335
66 C 11.89184 12.31454 14.82212
67 C 10.58836 13.06430 14.79660
68 N 10.20233 13.15822 16.26975
69 C 11.18490 14.05081 16.94077
70 C 10.50165 15.01239 18.01656
71 O 9.14238 15.20944 17.70226
72 C 8.59746 16.47084 17.27677
73 H 12.43749 9.30114 16.00033
74 H 13.52903 10.52908 15.33534
75 H 12.26081 9.68389 14.24755
76 H 12.18686 12.21889 13.73626
77 H 12.64802 12.79646 15.42310
78 H 9.81701 12.55801 14.22175
79 H 10.58764 14.04241 14.40364
80 H 9.34921 13.77058 16.45717
81 H 11.69732 14.63128 16.20852
82 H 11.89392 13.42133 17.49135
83 H 11.07671 15.97706 18.07842
84 H 10.64904 14.59204 19.07472
85 H 9.17673 16.93310 16.47260
86 H 8.62552 17.16586 18.08852
87 H 7.61470 16.26925 16.89623

Calculated values
net charge = +2
E = -2255.2824 Ha
frontier orbital gap = 5.92 eV
LUMO energy = -6.576 eV
strongest force on any atom = 5.3 eV/A
multiplicity = 1



# C22H45Cl6NO17

A 9-piece molecular cluster, C22H45Cl6NO17 overall (the ωB97M-V functional and the def2-TZVPD basis, OMol25).

Atoms and positions in Å:
1 Cl -1.27743 0.10751 -2.26603
2 C -0.43360 -0.29267 -0.79560
3 C -1.00287 -1.58134 -0.27402
4 Cl -2.64612 -1.31759 0.34036
5 H -0.43181 0.57931 -0.14158
6 H 0.56706 -0.42763 -1.20616
7 H -0.35765 -1.92947 0.53257
8 H -1.07168 -2.32220 -1.07058
9 Cl 0.85071 -2.64746 -3.55365
10 C 1.95671 -1.23090 -3.33039
11 C 3.24357 -1.26381 -4.11608
12 Cl 4.27109 -2.63718 -3.71955
13 H 2.19949 -1.03062 -2.28681
14 H 1.39849 -0.38196 -3.72507
15 H 3.81952 -0.34300 -4.02399
16 H 3.00547 -1.39999 -5.17100
17 Cl 4.41389 -5.64184 2.88043
18 C 3.31535 -4.36785 3.35740
19 C 2.71234 -3.67180 2.07803
20 Cl 1.47273 -2.49945 2.56759
21 H 3.83722 -3.61393 3.94676
22 H 2.47109 -4.90298 3.79208
23 H 2.37894 -4.46701 1.41126
24 H 3.51171 -3.11675 1.58708
25 C -5.88623 -1.58125 -0.77270
26 N -6.78039 -0.41339 -0.67476
27 O -7.92773 -0.69887 -0.24229
28 O -6.35532 0.71438 -1.03753
29 H -5.30599 -1.52885 -1.69394
30 H -6.61842 -2.38870 -0.77689
31 H -5.30252 -1.49359 0.14364
32 C 0.36557 2.15211 -5.08768
33 O 1.39951 3.08095 -4.89084
34 C 1.16264 4.42490 -5.03873
35 O 0.12004 4.96506 -5.26803
36 O 2.19827 5.07532 -4.46290
37 C 2.09172 6.45418 -4.09508
38 H 0.72699 1.20933 -5.49834
39 H -0.43035 2.54113 -5.72271
40 H -0.10990 2.08364 -4.10924
41 H 1.95179 7.18349 -4.89297
42 H 2.97493 6.75004 -3.52895
43 H 1.23921 6.57071 -3.42594
44 C 1.78575 1.25660 1.80694
45 O 2.91485 2.04690 1.38778
46 C 3.04935 2.37386 0.06522
47 O 2.21121 2.14617 -0.82475
48 O 4.18764 3.00761 -0.16126
49 C 4.50510 3.39163 -1.51025
50 H 0.95891 1.93904 2.00372
51 H 1.99396 0.84670 2.79524
52 H 1.56587 0.44436 1.11410
53 H 3.63251 3.58114 -2.13537
54 H 5.04331 2.54672 -1.93985
55 H 5.17225 4.25340 -1.52908
56 C 1.42019 -1.93525 6.50490
57 O 0.10788 -2.12380 6.00598
58 C -0.54469 -1.19013 5.24538
59 O -0.15503 -0.03720 5.19777
60 O -1.62984 -1.71869 4.69218
61 C -2.56262 -0.96621 3.97462
62 H 1.76729 -2.91237 6.84085
63 H 1.38015 -1.16094 7.27102
64 H 2.04980 -1.58582 5.68661
65 H -3.46799 -1.54879 3.80430
66 H -2.30107 -0.76752 2.93528
67 H -2.86237 -0.02033 4.42578
68 C -4.69859 -6.72592 -1.25949
69 O -3.42275 -6.83996 -0.74948
70 C -2.56727 -5.80452 -0.86503
71 O -2.90073 -4.66353 -1.17771
72 O -1.35171 -6.29810 -0.77001
73 C -0.15029 -5.48357 -1.05427
74 H -5.35545 -7.52382 -0.91311
75 H -4.67694 -6.87792 -2.33863
76 H -5.12016 -5.75819 -0.98769
77 H -0.12920 -5.16898 -2.09767
78 H 0.74003 -6.10750 -1.13279
79 H -0.07712 -4.66627 -0.33681
80 C -0.56628 4.10568 0.06587
81 O -0.06089 4.70432 1.26597
82 C -0.90413 5.45725 2.06841
83 O -2.08135 5.62553 1.87191
84 O -0.12277 5.97254 2.97524
85 C -0.56141 6.80834 4.04772
86 H -1.08021 3.17723 0.31478
87 H 0.32612 3.82130 -0.49166
88 H -1.11755 4.72010 -0.64596
89 H -0.83710 7.77417 3.62429
90 H 0.23537 6.88013 4.78804
91 H -1.45992 6.30456 4.40406

Calculated values
net charge = -1
E = -4960.0997 Ha
frontier orbital gap (alpha / beta) = 1.52 / 5.14 eV
expectation value of S² = 0.753
LUMO energy (alpha / beta) = 1.517 / 1.516 eV
strongest force on any atom = 3.3 eV/A
multiplicity = 2



# C22H45HfN2P3Se

C22H45HfN2P3Se as an isolated structure (the ωB97M-V functional and the def2-TZVPD basis, OMol25).

Atoms and positions in Å:
1 Hf -0.74105 -0.13801 -0.75043
2 P 1.06401 1.14175 1.11250
3 P 1.41564 -0.05355 -2.23739
4 P -1.52709 -1.34065 1.37778
5 H -0.86125 -2.52200 -2.51346
6 C -1.66699 -2.03484 -1.94056
7 C -2.15724 -0.71946 -2.20147
8 H -1.57466 -0.03092 -2.82952
9 C 2.47873 0.13433 1.75444
10 C 1.94560 2.62677 0.50179
11 C 0.47618 1.81871 2.71144
12 C 1.20671 -1.28147 -3.57552
13 C 1.64678 1.54472 -3.11965
14 C 3.12580 -0.38348 -1.69110
15 C -2.31490 -2.93959 0.98645
16 C -2.92820 -0.44252 2.18026
17 C -0.51133 -1.81828 2.81134
18 H -2.49349 -2.78050 -1.83535
19 H -3.26318 -0.50557 -2.15564
20 H 2.99020 0.77379 2.49341
21 H 3.17068 -0.12825 0.93999
22 H 2.09675 -0.77468 2.24965
23 H 2.48600 3.06664 1.34848
24 H 1.22753 3.36163 0.11590
25 H 2.67299 2.37740 -0.27932
26 H 1.35969 1.98641 3.33709
27 H -0.20597 1.13659 3.23089
28 H -0.01567 2.78898 2.58260
29 H 1.86295 -1.06846 -4.42588
30 H 0.17323 -1.30602 -3.93287
31 H 1.42982 -2.28750 -3.19787
32 H 2.57511 1.53366 -3.71059
33 H 1.71788 2.35639 -2.38296
34 H 0.79981 1.77481 -3.77959
35 H 3.82299 -0.30960 -2.53872
36 H 3.19440 -1.38717 -1.25271
37 H 3.44038 0.34630 -0.93702
38 H -3.11079 -3.17528 1.70447
39 H -1.54660 -3.72352 0.95933
40 H -2.76305 -2.88798 -0.00814
41 H -3.58132 -1.17217 2.68898
42 H -3.51545 0.10516 1.42614
43 H -2.55485 0.29486 2.90870
44 H -1.16218 -2.16906 3.62557
45 H 0.11281 -0.99047 3.16597
46 H 0.14510 -2.64165 2.50366
47 C 0.84571 -5.73749 -0.52224
48 C -0.13505 -6.00900 -1.49766
49 C -0.95395 -7.13908 -1.37131
50 C -0.74954 -8.03839 -0.30655
51 C 0.17588 -7.75432 0.70561
52 C 0.94201 -6.60065 0.59098
53 Se 2.07321 -4.29482 -0.63811
54 H 1.89204 -4.23139 -2.10359
55 H -0.20161 -5.32445 -2.35492
56 H -1.78709 -7.29118 -2.07119
57 H -1.35353 -8.94983 -0.23896
58 H 0.27248 -8.41501 1.58564
59 H 1.70038 -6.36121 1.34724
60 C -2.64452 5.04238 0.55875
61 C -2.30263 3.88801 -0.29235
62 C -2.54458 3.77878 -1.64920
63 C -2.11416 2.53151 -2.04747
64 N -1.56599 1.87163 -0.96802
65 N -1.76511 2.72705 0.09332
66 C -2.22120 2.05985 -3.43775
67 H -1.82398 5.76502 0.65775
68 H -3.46090 5.59013 0.06447
69 H -2.98596 4.76639 1.55620
70 H -3.02865 4.48072 -2.30794
71 H -1.48248 2.54822 1.04936
72 H -2.74043 2.84259 -4.01415
73 H -1.24159 1.95052 -3.92242
74 H -2.86223 1.17991 -3.59788

Calculated values
net charge = +4
E = -4446.7021 Ha
frontier orbital gap = 2.83 eV
LUMO energy = -15.225 eV
strongest force on any atom = 4.5 eV/A
multiplicity = 1



Q: What is the net charge in the fourth record?
A: -1



Q: Which of these has the lowest strongest force on any atom?
A: C22H45AuN2P3Se2